Record 1
The molecule C18H19NO5S. Source: the OMol25 dataset; level of theory: the ωB97M-V functional and the def2-TZVPD basis.

Calculated values
E_LUMO: 0.004 hartree
SMILES: CC[C@H](OC(=O)CNS(=O)(=O)c1ccccc1)C(=O)c1ccccc1
DFT total energy: -41537.19885 eV
ΔE to the lowest compared entry with this formula, charge and spin: 100.28 kJ/mol
HOMO-LUMO gap: 9.75 eV
max |F|: 0.018 hartree/bohr

```
! RIJCOSX wB97M-V def2-TZVPD def2/J DEFGRID3
* xyz 0 1
S 0.352 -3.505 0.664
O 0.324 -4.668 -0.171
O -0.859 1.370 0.781
O 2.023 0.881 0.971
O 0.885 -0.245 -0.587
O 0.456 -3.650 2.084
N 1.707 -2.645 0.188
C -0.520 0.780 -2.243
C -0.116 1.882 -0.025
C -3.291 -0.990 -0.312
C 0.506 1.024 -1.138
C 0.331 5.344 1.299
C 0.208 3.322 -0.009
C 1.669 -0.163 0.488
C -2.713 -0.897 0.943
C 0.940 5.377 -1.022
C -1.595 -1.657 1.245
C 0.784 6.036 0.187
C -2.760 -1.841 -1.271
C -1.641 -2.600 -0.974
C -1.074 -2.494 0.281
C 0.050 -0.065 -3.374
C 0.037 3.999 1.199
C 0.662 4.026 -1.124
C 2.112 -1.526 0.988
H -0.851 1.748 -2.624
H 0.778 3.535 -2.078
H 0.207 5.856 2.242
H -1.131 -1.618 2.217
H 1.765 -2.515 -0.808
H 1.285 5.919 -1.890
H 3.205 -1.499 1.081
H -1.378 0.274 -1.797
H -0.316 3.440 2.053
H -3.219 -1.914 -2.246
H -4.163 -0.397 -0.547
H 1.014 7.088 0.260
H 0.356 -1.038 -2.998
H -0.702 -0.213 -4.144
H -1.211 -3.288 -1.685
H -3.126 -0.230 1.683
H 1.704 -1.695 1.989
H 0.913 0.422 -3.824
H 1.415 1.499 -1.527
*
```

Computed natural (NBO) charges, given in elementary charges: S 2.314; O -0.931; O -0.552; O -0.586; O -0.509; O -0.939; N -0.843; C -0.417; C 0.578; C -0.202; C -0.005; C -0.211; C -0.094; C 0.793; C -0.194; C -0.205; C -0.127; C -0.188; C -0.210; C -0.205; C -0.350; C -0.604; C -0.170; C -0.209; C -0.346; H 0.212; H 0.208; H 0.218; H 0.231; H 0.406; H 0.215; H 0.237; H 0.234; H 0.235; H 0.219; H 0.218; H 0.216; H 0.210; H 0.217; H 0.239; H 0.226; H 0.267; H 0.204; H 0.201

Record 2
The molecule C5H7NO. Source: the OMol25 dataset; level of theory: the ωB97M-V functional and the def2-TZVPD basis.

Calculated values
E_LUMO: 0.039 hartree
SMILES: O=C1CN2CC[C@@H]12
DFT total energy: -8833.27873 eV
ΔE to the lowest compared entry with this formula, charge and spin: 282.13 kJ/mol
HOMO-LUMO gap: 10.46 eV
max |F|: 0.016 hartree/bohr

```
! RIJCOSX wB97M-V def2-TZVPD def2/J DEFGRID3
* xyz 0 1
O 1.144 1.801 0.018
N 0.163 -0.987 0.208
C 1.079 0.679 -0.423
C -0.914 -0.215 0.964
C -0.132 -0.084 -0.957
C -1.401 0.469 -0.341
C 1.658 -0.588 0.127
H -1.649 -0.894 1.409
H -2.330 0.069 -0.753
H -0.062 -0.534 -1.948
H 2.044 -1.283 -0.625
H 2.393 -0.483 0.932
H -1.431 1.562 -0.337
H -0.562 0.487 1.725
*
```

Computed natural (NBO) charges, given in elementary charges: O -0.550; N -0.363; C 0.543; C -0.229; C -0.152; C -0.438; C -0.323; H 0.210; H 0.216; H 0.210; H 0.217; H 0.221; H 0.234; H 0.204

Record 3
A structure of composition C21H22N6O7S2Se2Te2V at a distorted geometry. Source: the OMol25 dataset; level of theory: the ωB97M-V functional and the def2-TZVPD basis.

Calculated values
<S²>: 0.82
E_LUMO (alpha / beta): 0.149 / 0.149 hartree
DFT total energy: -238039.42817 eV
ΔE to the lowest compared entry with this formula, charge and spin: 869.45 kJ/mol
HOMO-LUMO gap (alpha / beta): 4.77 / 4.70 eV
max |F|: 0.175 hartree/bohr

```
! RIJCOSX wB97M-V def2-TZVPD def2/J DEFGRID3
* xyz -2 2
Te 1.878 -3.617 2.791
Te -1.658 -2.825 3.185
Se 1.506 -2.038 0.851
Se -0.603 -1.581 1.284
V 1.065 -0.458 -0.544
S 3.850 0.388 0.383
S 1.323 -1.216 -2.814
O 2.262 -1.445 -1.715
O 0.414 1.623 -1.645
O -1.664 0.752 0.084
O 0.594 1.631 2.749
O 1.272 -2.330 -3.717
O -1.054 3.076 -2.473
O 0.892 0.624 0.670
N 3.073 3.465 -6.005
N -2.200 -0.013 -1.970
N -0.850 -0.074 -3.987
N -0.053 -1.018 -2.038
N 3.497 2.039 2.478
N 2.847 2.822 0.414
C 2.689 2.369 -5.230
C 3.342 1.766 1.155
C -1.207 1.614 1.106
C 3.745 -0.914 4.726
C 0.059 0.962 1.634
C 3.068 2.276 -3.892
C -1.889 0.435 -4.696
C 1.609 0.226 -5.059
C -3.154 0.406 -4.155
C 3.609 -0.180 3.562
C 3.839 1.851 4.824
C 3.658 1.210 3.594
C 2.684 1.183 -3.136
C 3.964 1.114 5.985
C -0.725 2.074 -1.854
C 1.990 1.311 -5.816
C 1.926 0.186 -3.713
C -1.922 1.253 -1.199
C -1.000 -0.382 -2.762
C -3.338 0.012 -2.850
C 3.924 -0.271 5.940
H 3.007 1.111 -2.104
H 3.211 4.312 -5.474
H -2.337 -0.719 -1.226
H -1.967 1.671 1.897
H 4.081 1.630 6.930
H 3.437 -0.709 2.632
H 3.674 -1.995 4.675
H 2.487 3.616 -6.814
H 3.261 2.993 2.726
H 3.858 2.935 4.861
H -4.022 0.603 -4.768
H 0.887 0.970 3.396
H 2.449 2.558 -0.483
H 1.728 1.361 -6.865
H 4.013 -0.850 6.845
H 2.231 3.450 0.915
H -1.004 2.622 0.711
H -1.659 0.742 -5.702
H 3.649 3.070 -3.439
H -2.829 1.882 -1.216
H -4.288 -0.155 -2.376
H 1.057 -0.598 -5.482
*
```

Computed natural (NBO) charges, given in elementary charges: Te -0.451; Te -0.541; Se 0.123; Se 0.015; V 0.602; S -0.142; S 2.313; O -0.926; O -0.756; O -0.545; O -0.755; O -0.950; O -0.693; O -0.688; N -0.809; N -0.413; N -0.465; N -0.927; N -0.609; N -0.813; C 0.187; C 0.313; C -0.140; C -0.164; C 0.545; C -0.280; C -0.219; C -0.033; C -0.233; C -0.281; C -0.287; C 0.235; C -0.109; C -0.211; C 0.757; C -0.320; C -0.385; C 0.153; C 0.478; C -0.311; C -0.253; H 0.233; H 0.370; H 0.447; H 0.199; H 0.197; H 0.270; H 0.248; H 0.368; H 0.380; H 0.192; H 0.200; H 0.507; H 0.432; H 0.194; H 0.200; H 0.368; H 0.192; H 0.172; H 0.199; H 0.188; H 0.195; H 0.242

Record 4
A structure of composition C20H22N2O8SZn at a distorted geometry. Source: the OMol25 dataset; level of theory: the ωB97M-V functional and the def2-TZVPD basis.

Calculated values
E_LUMO: -0.027 hartree
DFT total energy: -99703.51347 eV
ΔE to the lowest compared entry with this formula, charge and spin: 235.08 kJ/mol
HOMO-LUMO gap: 7.71 eV
max |F|: 0.063 hartree/bohr

```
! RIJCOSX wB97M-V def2-TZVPD def2/J DEFGRID3
* xyz 0 1
Zn -13.806 7.032 -4.752
S -11.534 6.451 -2.393
O -19.799 6.357 -5.898
O -19.965 8.705 -1.502
O -15.670 6.549 -5.101
O -18.249 9.865 -0.938
O -14.701 10.390 -3.520
O -13.944 8.980 -5.194
O -17.776 6.410 -6.868
O -12.371 6.211 -3.728
N -18.779 9.034 -1.640
N -18.570 6.614 -5.897
C -12.882 6.817 -9.496
C -11.184 8.259 -2.556
C -12.809 4.193 -6.103
C -10.948 5.579 -10.606
C -11.967 5.753 -9.471
C -16.821 9.002 -2.976
C -9.192 7.169 -3.583
C -16.561 7.496 -4.789
C -10.215 8.316 -3.731
C -16.147 8.681 -4.137
C -14.773 8.172 -8.379
C -13.993 6.007 -7.479
C -14.809 9.416 -4.314
C -18.777 7.614 -3.676
C -12.073 4.834 -8.374
C -9.844 5.938 -2.920
C -12.977 5.056 -7.327
C -18.126 8.484 -2.774
C -17.980 7.266 -4.780
C -13.841 6.971 -8.492
H -13.819 3.790 -5.752
H -8.647 6.883 -4.502
H -10.733 8.559 -1.603
H -16.345 9.662 -2.245
H -9.285 5.720 -2.036
H -14.888 5.966 -6.903
H -12.312 4.664 -5.264
H -12.322 3.283 -6.346
H -12.841 7.504 -10.387
H -19.809 7.230 -3.524
H -9.685 9.297 -3.789
H -14.546 8.866 -7.568
H -10.011 5.032 -3.461
H -10.831 8.183 -4.661
H -10.595 4.567 -10.737
H -15.804 7.905 -8.283
H -8.411 7.496 -2.871
H -11.339 5.978 -11.575
H -12.078 8.919 -2.663
H -10.060 6.172 -10.385
H -11.421 3.965 -8.357
H -14.642 8.717 -9.336
*
```

Computed natural (NBO) charges, given in elementary charges: Zn 1.728; S 1.205; O -0.384; O -0.417; O -0.888; O -0.382; O -0.648; O -0.907; O -0.407; O -1.138; N 0.522; N 0.504; C -0.253; C -0.575; C -0.666; C -0.635; C 0.030; C -0.081; C -0.420; C 0.582; C -0.425; C -0.327; C -0.649; C -0.327; C 0.748; C -0.093; C -0.254; C -0.556; C 0.014; C -0.082; C -0.124; C 0.053; H 0.224; H 0.246; H 0.235; H 0.287; H 0.241; H 0.264; H 0.224; H 0.222; H 0.213; H 0.289; H 0.251; H 0.244; H 0.259; H 0.235; H 0.219; H 0.236; H 0.214; H 0.222; H 0.295; H 0.220; H 0.204; H 0.206